1.
{
  "formula": "C3H11N2O2",
  "method": "wB97M-V/def2-TZVPD",
  "charge": 1,
  "homo_lumo_gap_ha": 0.403,
  "max_force_ev_per_a": 3.90,
  "de_lowest_kj_mol": 219.43,
  "species": ["O", "C", "N", "C", "N", "C", "H", "H", "H", "H", "H", "H", "H", "H", "H", "H", "H", "O"],
  "xyz": [[2.25615, 1.45997, 0.11321], [1.50274, 0.99426, 0.95128], [1.60744, 0.93412, 2.31473], [0.29551, -0.03928, 0.63842], [0.01492, -0.25897, -0.82777], [-0.59866, 1.03454, -1.43381], [2.40611, 1.32132, 2.85961], [0.97022, 0.61641, 2.98413], [0.69982, -0.99390, 0.96541], [-0.76986, 0.13576, 1.07185], [-0.70948, -1.04183, -0.90305], [0.73842, -0.72789, -1.29347], [-0.93365, 0.94165, -2.50615], [0.14239, 1.82763, -1.41787], [-1.66169, 1.18375, -1.02579], [-2.03301, -2.95751, -0.26095], [-2.38895, -2.03854, -1.35226], [-1.53844, -2.39149, -0.87753]],
  "atomic_forces_ev_per_a": [[-1.38, -0.58, 1.33], [-0.83, -1.54, 0.32], [3.11, 1.95, 0.01], [-0.86, 0.23, -0.81], [-3.11, 1.62, 0.58], [-1.50, -1.09, -1.48], [-0.57, -0.06, -1.42], [-1.72, -0.83, 0.14], [-0.23, -0.07, 0.39], [2.23, 0.04, -0.25], [0.46, 0.83, 0.71], [2.09, 0.25, -1.18], [1.10, -0.62, 0.74], [-0.33, 0.14, 0.62], [2.08, 0.12, 0.49], [0.79, -0.21, 0.34], [2.33, -0.76, 0.63], [-3.67, 0.56, -1.18]],
  "lowdin_charge": [0.089, -0.466, 0.158, -0.052, -0.009, 0.016, 0.151, 0.088, 0.128, 0.167, 0.081, 0.150, 0.107, 0.089, 0.126, 0.090, 0.144, -0.056]
}

***

2.
{
  "formula": "C4H10N",
  "method": "wB97M-V/def2-TZVPD",
  "charge": 1,
  "homo_lumo_gap_ha": 0.306,
  "max_force_ev_per_a": 4.45,
  "de_lowest_kj_mol": 517.25,
  "species": ["C", "C", "C", "C", "N", "H", "H", "H", "H", "H", "H", "H", "H", "H", "H"],
  "xyz": [[-0.22307, 0.15040, 0.54553], [0.62734, 0.23698, -0.61029], [1.84294, 0.83264, 0.12835], [1.77833, 0.54355, 1.51792], [-2.15366, -0.97684, -1.10255], [-1.02506, 0.94925, 0.76545], [-0.22942, -0.80389, 1.02281], [0.30280, 0.95118, -1.39365], [0.88075, -0.73238, -1.07695], [2.51553, 1.32821, -0.54748], [1.67975, -0.55594, 1.80512], [1.74898, 1.33151, 2.25835], [-2.93189, -0.19424, -1.06020], [-2.28796, -1.60314, -0.37461], [-2.52537, -1.45729, -1.87780]],
  "atomic_forces_ev_per_a": [[-1.07, 1.58, 1.22], [2.87, -0.81, -1.54], [-1.97, -2.06, -0.03], [-1.72, -0.43, -1.54], [-1.48, 4.15, -0.68], [1.71, -1.37, -0.04], [-0.74, -0.27, 0.40], [0.23, -0.34, 0.46], [-0.50, 0.39, -0.07], [0.19, 1.80, 0.76], [-0.48, 1.70, -0.28], [1.47, -0.24, 0.39], [2.04, -1.92, 0.56], [-0.66, -1.21, 1.98], [0.11, -0.98, -1.59]],
  "lowdin_charge": [0.098, -0.244, 0.012, 0.087, 0.046, 0.156, 0.082, 0.151, 0.138, 0.125, 0.137, 0.094, 0.109, -0.005, 0.014]
}

***

3.
{
  "formula": "CH3N2",
  "method": "wB97M-V/def2-TZVPD",
  "charge": 1,
  "homo_lumo_gap_ha": [0.322, 0.350],
  "max_force_ev_per_a": 6.64,
  "de_lowest_kj_mol": 368.07,
  "smiles": "C=[N+]=N",
  "species": ["C", "N", "N", "H", "H", "H"],
  "xyz": [[-1.12915, -0.29522, -0.09830], [0.43016, 0.29314, 0.18943], [1.45550, -0.13159, -0.11089], [-1.45624, 0.26062, -0.85425], [-1.62380, -0.45146, 0.87125], [2.32353, 0.32451, 0.00276]],
  "atomic_forces_ev_per_a": [[4.80, -0.51, 4.56], [-3.84, -1.45, -0.72], [-1.23, -1.36, -0.53], [-1.68, 2.14, -3.24], [0.16, -0.03, -0.55], [1.79, 1.20, 0.49]],
  "lowdin_charge": [0.352, 0.127, 0.265, 0.018, 0.093, 0.145]
}

***

4.
{
  "formula": "C5H17NO2",
  "method": "wB97M-V/def2-TZVPD",
  "charge": -1,
  "spin_multiplicity": 2,
  "homo_lumo_gap_ha": [0.090, 0.363],
  "max_force_ev_per_a": 1.58,
  "de_lowest_kj_mol": 43.91,
  "species": ["C", "C", "C", "C", "C", "N", "H", "H", "H", "H", "H", "H", "H", "H", "H", "H", "H", "H", "H", "H", "H", "O", "H", "H", "O"],
  "xyz": [[-1.33329, 0.14838, -0.90475], [-0.95041, 0.29546, 0.56439], [0.10436, 1.38594, 0.88553], [0.33405, 1.43322, 2.39758], [-0.39987, 2.74126, 0.35452], [-0.31060, -0.58720, -1.68118], [-2.24062, -0.46408, -0.95567], [-1.60131, 1.12671, -1.31657], [-0.53996, -0.63229, 0.96876], [-1.88083, 0.58030, 1.06830], [1.03434, 1.15672, 0.37296], [1.41376, 1.42352, 2.58552], [-0.12002, 2.28128, 2.90857], [-0.00644, 0.53688, 2.92705], [-0.10937, 3.55720, 1.03095], [0.05786, 3.01660, -0.60125], [-1.48055, 2.86814, 0.24544], [-0.38855, -0.31880, -2.66179], [0.61160, -0.22252, -1.42739], [-0.61067, -3.80458, -2.01182], [-0.08376, -2.51408, -1.35433], [0.06710, -3.47768, -1.40987], [1.75318, -1.99941, -0.08812], [2.95613, -1.20742, -0.04774], [2.03225, -1.14017, 0.28253]],
  "atomic_forces_ev_per_a": [[0.04, -0.77, 0.12], [0.48, 0.46, -0.22], [-1.52, 0.29, -0.29], [0.77, -0.60, 0.34], [0.59, 0.94, 0.15], [0.19, 0.91, -0.09], [-0.07, 0.12, 0.03], [0.17, 0.03, -0.08], [-0.37, -0.21, -0.09], [0.12, -0.16, 0.36], [0.07, -0.20, 0.11], [-0.09, 0.35, 0.12], [-0.03, 0.15, -0.17], [-0.19, -0.04, -0.28], [0.13, -0.15, -0.02], [-0.13, -0.22, -0.10], [-0.07, -0.46, 0.04], [-0.12, -0.26, -0.01], [0.03, -0.29, 0.17], [0.05, 0.11, 0.01], [-0.08, 0.20, -0.27], [-0.01, -0.29, 0.17], [-0.51, 0.02, 0.26], [0.10, 0.61, 0.32], [0.47, -0.57, -0.58]],
  "lowdin_spin": [0.042, 0.025, 0.043, 0.032, 0.026, 0.050, 0.007, 0.007, 0.022, 0.001, 0.036, 0.018, 0.001, 0.004, 0.002, 0.019, 0.001, 0.039, 0.055, 0.017, 0.011, 0.072, 0.053, 0.112, 0.307]
}

***

5.
{
  "formula": "C4H9NO4",
  "method": "wB97M-V/def2-TZVPD",
  "homo_lumo_gap_ha": 0.348,
  "max_force_ev_per_a": 2.76,
  "de_lowest_kj_mol": 306.13,
  "species": ["C", "C", "C", "N", "C", "O", "O", "O", "O", "H", "H", "H", "H", "H", "H", "H", "H", "H"],
  "xyz": [[0.36239, -1.16682, -0.78264], [-2.00338, -0.21328, 0.25777], [1.20958, 1.16367, -0.73622], [0.99385, -0.14340, -0.13593], [0.72535, -0.30495, 1.30479], [-1.00319, -1.17725, 0.43516], [0.13409, -1.08278, -2.09424], [0.48310, 0.93629, 1.83296], [1.16025, -1.24016, 1.92832], [-0.23439, -0.21936, -2.33507], [0.66280, 0.86541, 2.78132], [0.65880, -2.15903, -0.46252], [-2.75592, -0.51113, -0.48304], [-2.52439, -0.02110, 1.20196], [-1.64172, 0.77775, -0.06922], [1.61495, 1.02181, -1.74069], [0.29074, 1.74994, -0.82525], [1.86710, 1.72440, -0.07746]],
  "atomic_forces_ev_per_a": [[-1.24, -0.38, 1.68], [-0.20, 0.21, -0.47], [-0.57, -0.06, 0.09], [0.17, 0.38, 0.93], [2.62, 0.62, -0.57], [0.15, -0.09, -1.47], [-0.55, 0.10, 0.23], [-0.39, -0.71, -0.16], [-0.72, 0.50, -0.08], [0.14, -0.04, 0.08], [-0.14, -0.12, -0.02], [-0.08, -0.04, -0.26], [-0.01, -0.16, 0.05], [0.09, -0.22, 0.02], [0.27, -0.14, 0.05], [0.30, 0.11, 0.24], [-0.06, 0.05, 0.00], [0.23, -0.03, -0.33]],
  "lowdin_charge": [-0.234, -0.175, -0.035, -0.048, -0.541, -0.210, 0.110, 0.099, 0.109, 0.123, 0.133, 0.163, 0.077, 0.087, 0.069, 0.096, 0.082, 0.097]
}

***

6.
{
  "formula": "H2N2P2",
  "method": "wB97M-V/def2-TZVPD",
  "homo_lumo_gap_ha": 0.265,
  "max_force_ev_per_a": 2.51,
  "de_lowest_kj_mol": 302.67,
  "smiles": "[H]/N=P\\[PH]#N",
  "species": ["H", "N", "P", "P", "N", "H"],
  "xyz": [[1.86451, 0.49164, -0.34915], [1.40984, 1.28006, 0.04011], [-0.08348, 1.50412, 0.03781], [-0.98314, -0.69369, -0.04848], [-2.40145, -1.11354, -0.03720], [0.19372, -1.46859, 0.35692]],
  "atomic_forces_ev_per_a": [[0.72, -1.21, 0.13], [0.85, 0.88, -0.38], [-1.85, -0.24, 0.37], [2.18, 1.24, 0.16], [-1.52, -0.67, -0.03], [-0.38, 0.00, -0.25]],
  "lowdin_charge": [-0.051, -0.406, 0.614, 0.385, -0.446, -0.096]
}